A molecular structure, C30H21BrMgN7O2S, computed with ωB97M-V with the def2-TZVPD basis set.

Relative energy (zero: lowest compared OMol25 entry of this formula, charge and spin)   4.5 kJ/mol
E_HOMO   -0.35813 Eh
HOMO-LUMO gap   6.706 eV
Total energy   -132300.9719 eV

Geometry as ORCA input:
```
! wB97M-V def2-TZVPD RIJCOSX def2/J DEFGRID3
* xyz 1 1
Mg -0.75797 -0.05914 0.25499
Br 0.30764 -2.31211 -6.64135
C -0.29409 -1.56818 -5.01134
C -0.81585 -0.26342 -4.99204
C -1.26747 0.29289 -3.82615
C -1.19691 -0.39552 -2.58320
O -1.63357 0.16443 -1.50954
C -0.65245 -1.72105 -2.62845
C -0.62202 -2.56404 -1.46993
N -0.67521 -2.11422 -0.26165
C -0.87002 -2.96999 0.83446
C -0.38997 -4.24693 0.95827
C -0.68904 -5.02113 2.10188
C -1.46053 -4.51258 3.10474
C -1.94860 -3.18435 3.02123
C -2.74279 -2.59817 4.03506
C -3.15887 -1.30908 3.89779
C -2.75963 -0.59077 2.75291
N -2.03530 -1.09172 1.78394
C -1.63863 -2.40032 1.89670
C -0.24302 -2.29009 -3.85483
H -0.87084 0.29645 -5.91683
H -1.69426 1.28752 -3.81772
H -0.60403 -3.64316 -1.64767
H 0.21791 -4.67498 0.17066
H -0.30605 -6.03051 2.16939
H -1.70494 -5.10762 3.97514
H -3.00971 -3.18300 4.90666
H -3.76971 -0.82424 4.64535
H -3.05578 0.44692 2.65538
H 0.12726 -3.30861 -3.86666
S 2.62573 6.29504 -2.23766
N 1.25559 6.09803 -1.41169
C 1.13881 4.79986 -1.17992
C 0.06984 4.17233 -0.42549
C -0.98320 4.90028 0.12915
C -1.96105 4.22550 0.81887
C -1.84720 2.84364 0.94599
N -0.84803 2.13639 0.44203
C 0.10071 2.78612 -0.26066
C 1.16878 1.98096 -0.88694
N 1.10652 0.64928 -0.73603
C 2.04243 -0.10341 -1.29147
C 3.09758 0.41833 -2.03789
C 3.16832 1.78090 -2.20833
C 2.18955 2.58651 -1.62211
C 2.17364 4.03042 -1.75622
N 3.06334 4.75371 -2.41759
H -1.01385 5.97388 -0.00144
H -2.80565 4.73930 1.25420
H -2.61069 2.28991 1.47733
H 1.93935 -1.17281 -1.14807
H 3.82843 -0.24620 -2.47561
H 3.95790 2.24312 -2.78597
C 2.45724 0.72777 3.02838
C 1.65439 -0.40363 2.45863
N 2.15387 -1.64423 2.55208
O 0.57052 -0.20017 1.91096
H 3.37431 0.40654 3.51657
H 1.83458 1.26662 3.74102
H 2.70004 1.41302 2.21549
H 3.01239 -1.83109 3.03860
H 1.60027 -2.41916 2.21658
*
```

Atom charges from the natural (NBO) analysis, given in e for atoms 1 to 6: number 1, Mg, carries 1.77; number 2, Br, carries 0.06; number 3, C, carries -0.16; number 4, C, carries -0.19; number 5, C, carries -0.25; number 6, C, carries 0.42


A molecular structure, C43H42F5N6O3Sr at a distorted geometry, computed with ωB97M-V with the def2-TZVPD basis set.

Relative energy (zero: lowest compared OMol25 entry of this formula, charge and spin)   0.0 kJ/mol
E_HOMO   -0.18752 Eh
HOMO-LUMO gap   6.197 eV
Total energy   -74783.4219 eV

Geometry as ORCA input:
```
! wB97M-V def2-TZVPD RIJCOSX def2/J DEFGRID3
* xyz -1 1
Sr 0.64389 -0.91413 -1.30300
C -2.16169 -0.16089 3.38068
C -1.10450 -1.24508 3.18156
C -1.35931 -2.42383 4.11990
C 0.30730 -0.70510 3.35833
C 0.62070 -0.00736 4.52600
C 1.85741 0.58388 4.70311
C 2.80907 0.49950 3.69329
C 2.54825 -0.19147 2.51796
C 3.57764 -0.30849 1.41387
C 4.53323 0.87665 1.33487
C 4.35230 -1.62202 1.53598
C 1.30060 -0.82020 2.37692
N 0.99974 -1.46517 1.15086
C 0.75646 -2.73311 1.15367
C 0.18992 -3.57436 0.11329
C -0.21407 -4.88345 0.39209
C -0.85847 -5.35480 -0.74832
C -0.81018 -4.30199 -1.67839
N -0.18553 -3.22617 -1.18895
C -1.36869 -4.29497 -3.08863
C -2.89831 -4.38037 -3.01095
C -0.83883 -5.50442 -3.86487
C -0.97716 -3.01801 -3.82518
H -3.15021 -0.56152 3.14902
H -1.99468 0.69904 2.73317
H -2.18289 0.20188 4.41176
H -1.20754 -1.60222 2.15570
H -1.24293 -2.12095 5.16416
H -0.66286 -3.24230 3.93329
H -2.37320 -2.81248 3.99868
H -0.13149 0.08550 5.30111
H 2.08120 1.12344 5.61479
H 3.77125 0.98067 3.81512
H 3.04044 -0.35871 0.46499
H 5.25569 0.88183 2.15603
H 4.00633 1.83333 1.34838
H 5.09772 0.82193 0.40190
H 4.91170 -1.65006 2.47575
H 5.05563 -1.72653 0.70792
H 3.68366 -2.48312 1.51215
H 0.92886 -3.29798 2.07774
H -0.05565 -5.40449 1.32569
H -1.30569 -6.32638 -0.89101
H -3.21395 -5.27047 -2.46327
H -3.33626 -4.42019 -4.01275
H -3.30689 -3.50636 -2.49865
H -1.15703 -6.44405 -3.40827
H 0.25196 -5.50283 -3.89678
H -1.20933 -5.48254 -4.89324
H -1.38847 -2.12789 -3.34508
H -1.35396 -3.03918 -4.85082
H 0.10637 -2.89452 -3.88050
N 0.18719 0.32838 -3.38402
C 0.37076 0.37326 -4.53954
N 0.36773 0.39127 -5.83179
C 1.53395 0.42107 -6.46974
N 2.49110 0.46082 -7.12069
C 0.11473 2.66388 1.48761
O -1.06864 3.24606 2.05994
C -1.70248 4.29762 1.50120
C -2.24812 5.20987 2.41072
C -2.90273 6.34676 1.98603
C -3.03596 6.61959 0.62640
C -2.54459 5.70519 -0.28148
C -1.90834 4.53998 0.13878
N -1.51567 3.60416 -0.86555
C -1.84899 2.32547 -0.93068
C -2.82927 1.60805 -0.22952
C -4.00554 2.11829 0.39516
C -4.96093 1.24924 0.81441
C -4.78061 -0.16145 0.63487
C -3.66285 -0.70556 0.08945
C -2.59759 0.17932 -0.28652
O -1.46978 -0.23966 -0.65654
H -0.13326 1.82175 0.84330
H 0.69091 2.29283 2.33333
H 0.69006 3.40906 0.93823
H -2.11373 4.99763 3.46283
H -3.30098 7.03550 2.71965
H -3.52982 7.51769 0.28408
H -2.67461 5.85690 -1.34625
H -0.86287 3.92769 -1.56523
H -1.25294 1.76234 -1.64403
H -4.15144 3.18549 0.48944
H -5.87408 1.60966 1.26687
H -5.57534 -0.82273 0.96382
H -3.50931 -1.77023 -0.01946
F 5.26560 4.18259 -3.03768
C 4.68254 3.00785 -2.73857
C 5.24788 1.81136 -3.14970
F 6.39219 1.83953 -3.84386
C 4.65566 0.59836 -2.84918
F 5.25602 -0.52427 -3.26138
C 3.45515 0.51677 -2.12573
O 2.87380 -0.60250 -1.80872
C 2.92830 1.75209 -1.72216
F 1.78073 1.75879 -0.98305
C 3.50685 2.96802 -2.01432
F 2.93183 4.10874 -1.59173
*
```

Atom charges from the Mulliken analysis, given in e for atoms 1 to 6: number 1, Sr, carries 2.86; number 2, C, carries -1.53; number 3, C, carries 1.78; number 4, C, carries -1.82; number 5, C, carries 0.47; number 6, C, carries -0.70


A molecular structure, C60H87I2N4O6PS3SbSiY, computed with ωB97M-V with the def2-TZVPD basis set.

Relative energy (zero: lowest compared OMol25 entry of this formula, charge and spin)   8.9 kJ/mol
E_HOMO   -0.23753 Eh
HOMO-LUMO gap   6.572 eV
Total energy   -155344.2427 eV

Geometry as ORCA input:
```
! wB97M-V def2-TZVPD RIJCOSX def2/J DEFGRID3
* xyz 0 1
Y -0.13229 -0.70471 0.14045
C 1.35159 -4.20092 2.46724
C -0.02485 -3.82126 2.98510
C -0.66034 -5.06247 3.62065
P -1.09409 -2.81203 1.83021
C -2.48853 -2.52118 3.06700
C -2.78985 -1.04553 3.35410
C -3.78144 -3.30343 2.84072
C -1.65277 -3.84779 0.42638
C -2.20076 -5.10030 0.74481
C -2.66329 -6.01753 -0.17374
C -3.22186 -7.34949 0.24038
C -2.56227 -5.64162 -1.51264
C -2.04043 -4.42734 -1.88147
C -1.55719 -3.46060 -0.95372
N -1.06819 -2.25159 -1.40170
C -1.17302 -2.02614 -2.81263
C -2.40788 -1.68167 -3.40901
C -3.65527 -1.62316 -2.58986
C -2.49605 -1.39874 -4.76387
C -1.38504 -1.43177 -5.59851
C -1.48123 -1.05985 -7.05233
C -0.18485 -1.80811 -5.02230
C -0.06747 -2.12758 -3.66524
C 1.25670 -2.64914 -3.20601
H 1.85109 -4.83414 3.20443
H 1.98014 -3.33199 2.29933
H 1.28870 -4.76706 1.53779
H 0.11787 -3.07505 3.78069
H -0.59858 -5.91330 2.94200
H -1.70128 -4.93772 3.91889
H -0.09341 -5.32486 4.51680
H -2.03426 -2.90571 3.98377
H -3.57569 -0.66112 2.71245
H -1.92532 -0.38860 3.24346
H -3.14797 -0.95217 4.38201
H -4.09807 -3.27434 1.80071
H -4.57781 -2.87134 3.45216
H -3.69469 -4.35472 3.11373
H -2.28452 -5.36506 1.78959
H -3.40065 -7.38203 1.31567
H -2.54066 -8.16802 -0.00400
H -4.17076 -7.56053 -0.25705
H -2.90218 -6.31979 -2.28907
H -1.97528 -4.20040 -2.93612
H -3.47473 -0.98001 -1.74093
H -3.92811 -2.60413 -2.19755
H -4.49235 -1.23154 -3.16837
H -3.46516 -1.13234 -5.17404
H -2.38602 -1.46412 -7.50726
H -0.62283 -1.43536 -7.60907
H -1.51224 0.02475 -7.18563
H 0.70425 -1.87513 -5.64234
H 2.01488 -2.37477 -3.93989
H 1.24066 -3.74106 -3.14274
H 1.53278 -2.27183 -2.22788
N 3.93230 -0.85982 1.35462
C 2.96296 -0.37195 2.15510
O 1.78585 -0.32012 1.83445
C 3.41949 0.14961 3.49292
I 3.18031 -1.37138 4.96941
H 3.65403 -1.40611 0.55040
H 4.83017 -1.07389 1.75530
H 2.78979 0.97503 3.79596
H 4.46789 0.43270 3.50010
S 2.04602 0.67117 -1.58402
Sb 3.89976 0.20061 -2.78805
C 3.40618 0.26715 -4.83139
C 4.06842 -0.48583 -5.79402
C 3.67377 -0.40844 -7.12401
C 2.63165 0.42965 -7.49206
C 1.98306 1.19672 -6.53359
C 2.36292 1.11120 -5.20348
C 5.11021 1.89868 -2.51872
C 5.60019 2.59744 -3.61477
C 6.36022 3.74394 -3.42182
C 6.62938 4.19020 -2.13745
C 6.13126 3.49879 -1.04098
C 5.36692 2.35819 -1.22983
C 5.29790 -1.35350 -2.61670
C 5.12939 -2.58664 -3.23637
C 6.13969 -3.53245 -3.17119
C 7.29758 -3.26825 -2.45772
C 7.46028 -2.04631 -1.82368
C 6.46670 -1.08170 -1.90978
H 4.89241 -1.13301 -5.51794
H 4.18327 -1.00241 -7.87132
H 2.32467 0.48716 -8.52808
H 1.17723 1.85788 -6.82580
H 1.84424 1.68900 -4.44577
H 5.39543 2.25603 -4.62266
H 6.73769 4.28928 -4.27642
H 7.22022 5.08408 -1.98852
H 6.32733 3.85670 -0.03904
H 4.94426 1.84707 -0.37036
H 4.22187 -2.82518 -3.76892
H 6.00476 -4.49045 -3.65511
H 8.07474 -4.01779 -2.39240
H 8.36622 -1.83518 -1.27107
H 6.61984 -0.11818 -1.43834
S 3.68468 -4.11245 -0.17953
C 2.41975 -3.08706 -0.11411
N 1.54287 -2.31624 -0.04134
N -0.77576 1.30821 -3.78341
C -0.94156 1.54643 -2.48566
O -1.07170 0.63026 -1.66967
C -1.02361 2.95807 -1.96707
I -0.09084 4.45954 -3.15081
H -0.70741 0.34462 -4.09188
H -0.61023 2.06104 -4.43015
H -0.56766 2.97384 -0.97746
H -2.07054 3.23827 -1.87132
C -3.82684 1.25675 -0.33118
C -3.71593 -0.13227 0.21547
C -4.97730 -0.92273 0.39851
O -2.63066 -0.60769 0.51134
H -4.85494 1.61719 -0.32406
H -3.47641 1.21362 -1.36326
H -3.17087 1.92366 0.22857
H -5.68071 -0.70633 -0.40511
H -5.44573 -0.61235 1.33724
H -4.75543 -1.98460 0.43673
C -0.64170 5.43995 1.04448
C -0.13844 5.34965 2.48012
C 1.36912 5.12439 2.49931
C -0.51174 6.61316 3.24652
O -0.73858 4.26277 3.18206
Si -1.47694 2.85239 2.77073
S -0.41176 1.83277 1.33221
O -2.99363 3.12952 2.19534
C -4.17879 3.61761 2.83014
C -3.85784 4.48254 4.04192
C -4.91389 4.44237 1.77922
C -4.99916 2.40154 3.25071
O -1.71917 2.07944 4.20884
C -0.86021 1.93699 5.34724
C -1.42378 0.77883 6.16007
C -0.88825 3.21665 6.17425
C 0.55481 1.60365 4.89253
H -0.26046 6.34686 0.57145
H -1.73287 5.47219 1.02305
H -0.30521 4.58029 0.46883
H 1.88928 5.92656 1.97318
H 1.60195 4.17571 2.01364
H 1.73101 5.09023 3.52853
H 0.04206 7.47371 2.86806
H -0.28049 6.48838 4.30478
H -1.57773 6.82217 3.14762
H -3.18112 5.29240 3.77002
H -3.38664 3.89509 4.82804
H -4.77985 4.91442 4.43467
H -4.27695 5.25936 1.43779
H -5.83359 4.86477 2.18666
H -5.16836 3.82409 0.91811
H -4.40248 1.76989 3.90896
H -5.28644 1.82059 2.37328
H -5.90773 2.69908 3.77782
H -2.49436 0.92002 6.31335
H -0.93621 0.72676 7.13475
H -1.26729 -0.16955 5.64559
H -1.87807 3.37236 6.60678
H -0.63442 4.07622 5.55776
H -0.17011 3.14244 6.99368
H 0.52001 0.76106 4.19872
H 1.17977 1.33682 5.74924
H 1.00754 2.45175 4.37582
*
```

Atom charges from the Mulliken analysis, given in e for atoms 1 to 6: number 1, Y, carries -2.92; number 2, C, carries -1.04; number 3, C, carries 1.29; number 4, C, carries -2.02; number 5, P, carries 1.40; number 6, C, carries 0.68